67
Properties=species:S:1:pos:R:3 method="wB97M-V/def2-TZVPD" gap_ev=8.58 max_force_ev_per_a=6.48 homo_ev=-12.18 lumo_energy_ev=-3.60 total_charge=+1
C -4.4302 -2.2992 0.3191
C -3.4533 -2.0105 0.9500
C -2.3116 -1.7349 1.8097
I -1.2736 -3.6053 2.1220
C -1.3227 -0.7530 1.0598
C -0.3914 -1.3374 -0.0056
P -1.0881 -2.1780 -1.4779
O -1.3077 -3.6173 -1.3250
O -2.3728 -1.3793 -2.0258
O 0.0427 -1.9681 -2.6179
N -2.1675 0.2665 0.4616
C -2.7531 1.1173 1.5062
C -4.0900 1.6748 0.9371
O -3.8144 2.0801 -0.3769
O -4.9565 1.9333 -1.2139
C -3.0545 0.4713 2.8800
N -2.6561 -0.9900 3.0797
C -3.5536 -1.6112 4.0981
F -3.5443 -0.7053 5.1095
F -3.0190 -2.6870 4.6674
C -5.0559 -1.9191 3.7764
F -5.7383 -1.6136 4.8934
F -5.6118 -1.1801 2.8070
C -5.4082 -3.4474 3.5274
F -5.5347 -4.0557 4.7044
F -6.6083 -3.4676 2.9611
F -4.5066 -4.0902 2.8083
H -5.2289 -2.7847 -0.1995
H -0.6605 -0.3199 1.8414
H 0.1334 -0.4643 -0.4274
H 0.4240 -1.9444 0.3854
H -2.7664 -1.9815 -2.6780
H 0.1264 -1.0147 -2.7754
H -1.5928 0.8669 -0.1177
H -2.1184 2.0039 1.6383
H -4.5058 2.4745 1.5659
H -4.7844 0.8209 0.8930
H -5.7261 2.1450 -0.6636
H -4.1027 0.6464 3.1188
H -2.5065 1.0458 3.6262
H -1.7490 -0.9323 3.5637
O 2.6773 1.8195 -1.8015
P 4.0495 1.5727 -2.3423
O 4.1449 -0.0457 -2.4644
C 3.3166 -0.7181 -3.4130
C 3.9030 -0.6724 -4.8114
O 4.9490 1.8313 -0.9882
C 4.5302 2.7616 0.0110
C 4.0581 2.0212 1.2438
O 5.3400 1.8190 -3.3046
C 6.1866 2.9804 -3.1483
C 7.5328 2.5285 -2.6345
H 2.3094 -0.2883 -3.3953
H 3.2405 -1.7530 -3.0802
H 3.9085 0.3488 -5.1992
H 3.3220 -1.2953 -5.4925
H 4.9350 -1.0206 -4.8029
H 3.7544 3.4275 -0.3668
H 5.3972 3.3795 0.2597
H 3.2361 1.3468 0.9993
H 3.7242 2.7193 2.0136
H 4.8651 1.4111 1.6515
H 5.7328 3.7210 -2.4900
H 6.2978 3.4370 -4.1323
H 7.4431 2.0511 -1.6599
H 8.2166 3.3732 -2.5500
H 7.9687 1.7894 -3.3079